Molecular formula: C23H45BClN2O6Pb
Method: DFT, ωB97M-V/def2-TZVPD

The value obtained for the LUMO energy is -6.28 eV. For the total energy, the calculation gives -2141.824922 hartree. The HOMO energy is -11.2 eV. Its maximum force is 5.35 eV Å⁻¹. As for the total charge: +1. The gap between HOMO and LUMO is 4.9 eV.

Each line ends with the Mulliken charge.
CARTESIAN COORDINATES (ANGSTROEM)
C: 5.067 0.940 2.503  -1.1266
C: 5.169 2.070 1.477  -0.1940
C: 6.529 2.149 0.791  -0.9892
C: 7.024 0.822 0.241  -0.6742
C: 6.308 0.417 -1.058  -0.7863
C: 6.204 -1.109 -1.218  -1.1518
C: 4.795 -1.631 -0.845  0.2331
C: 3.963 -2.035 -2.060  -0.6605
C: 3.105 -3.291 -1.872  -0.9575
C: 2.322 -3.364 -0.553  -1.0938
C: 1.583 -2.088 -0.185  -0.1461
C: 0.574 -1.602 -1.247  -0.7037
C: -0.875 -1.785 -0.777  -1.5378
C: -1.864 -0.866 -1.503  -1.5401
C: -2.808 -0.078 -0.564  1.8162
C: -2.056 1.105 -0.054  -1.9390
C: -1.131 0.763 1.225  0.1189
O: 0.007 0.653 1.044  -0.3701
Cl: -1.780 0.544 2.924  -0.1080
O: -3.161 -0.808 0.584  -0.4800
C: -3.889 -2.027 0.330  -0.8529
B: -5.365 -1.896 0.933  0.4615
N: -5.546 -2.187 2.326  -0.5451
O: -6.425 -1.532 0.136  -0.5242
C: -3.987 0.469 -1.369  -0.2844
O: -4.894 1.192 -0.479  -0.0159
C: -5.115 2.569 -0.787  -0.4974
C: -5.916 3.190 0.369  -1.2024
N: -5.173 3.125 1.657  -0.0765
C: -5.952 2.791 2.865  -1.0451
C: -3.536 1.326 -2.565  -0.0593
O: -2.554 2.113 -2.343  -0.7228
O: -4.202 1.210 -3.604  -0.7084
H: 4.240 1.151 3.175  0.3806
H: 5.964 0.878 3.106  0.3283
H: 4.833 0.004 2.009  0.1806
H: 5.018 2.999 2.023  0.3789
H: 4.362 1.968 0.755  0.1912
H: 6.484 2.898 0.004  0.3103
H: 7.256 2.497 1.520  0.3851
H: 8.081 0.931 0.025  0.3278
H: 6.918 0.022 0.964  0.4516
H: 6.899 0.812 -1.877  0.4826
H: 5.326 0.878 -1.088  0.4104
H: 6.973 -1.578 -0.619  0.4831
H: 6.350 -1.305 -2.273  0.3882
H: 4.873 -2.425 -0.114  0.3876
H: 4.301 -0.784 -0.381  -0.2755
H: 3.307 -1.235 -2.394  0.1936
H: 4.614 -2.231 -2.905  0.5476
H: 3.775 -4.146 -1.881  0.3889
H: 2.416 -3.420 -2.699  0.4045
H: 1.664 -4.227 -0.609  0.3139
H: 3.037 -3.567 0.238  0.3825
H: 2.286 -1.283 -0.014  -0.1874
H: 1.086 -2.254 0.768  0.6170
H: 0.708 -2.194 -2.143  0.5438
H: 0.783 -0.565 -1.481  0.3792
H: -0.915 -1.709 0.304  0.7061
H: -1.148 -2.808 -1.010  0.4668
H: -2.463 -1.478 -2.167  0.9610
H: -1.375 -0.143 -2.145  0.8611
H: -1.429 1.539 -0.834  1.0449
H: -2.845 1.886 0.182  1.1566
H: -3.947 -2.294 -0.719  0.3853
H: -3.377 -2.828 0.858  0.3284
H: -4.645 -2.110 2.781  0.2314
H: -6.146 -1.529 2.808  0.2343
H: -6.813 -0.711 0.441  0.2715
H: -4.527 -0.392 -1.739  0.5230
H: -4.216 3.187 -0.928  0.4103
H: -5.751 2.623 -1.663  0.4441
H: -6.808 2.581 0.407  0.4511
H: -6.153 4.228 0.171  0.3769
H: -4.750 4.031 1.800  0.4651
H: -6.080 3.643 3.520  0.3578
H: -6.907 2.354 2.622  0.2910
H: -5.396 2.058 3.441  0.3073
Pb: -2.286 2.901 1.441  0.6948

***

Molecular formula: C23H45Br2N2O2
Method: DFT, ωB97M-V/def2-TZVPD

The value obtained for the LUMO energy is -5.33 eV. For the total energy, the calculation gives -6310.651922 hartree. The HOMO energy is -12.1 eV. Its maximum force is 4.84 eV Å⁻¹. As for the total charge: +1. The gap between HOMO and LUMO is 6.8 eV.

Each line ends with the Mulliken charge.
CARTESIAN COORDINATES (ANGSTROEM)
C: -1.962 -6.367 2.095  -0.8997
C: -2.069 -4.818 1.564  -0.5034
C: -0.956 -4.411 0.415  0.2414
C: -0.836 -5.475 -0.825  -0.6460
C: -1.348 -4.915 -2.278  -0.5558
C: -0.608 -3.553 -2.805  -0.6454
C: -1.392 -2.153 -2.477  0.2463
C: -3.009 -2.175 -2.739  -0.3346
C: -3.665 -0.743 -3.190  -0.8840
C: -3.138 0.562 -2.350  -0.1858
C: -3.822 0.693 -0.830  -0.5902
C: -2.768 1.684 0.010  0.2110
C: -3.128 1.815 1.604  -0.6839
C: -1.683 1.954 2.406  -0.3838
C: -0.622 2.984 1.697  0.0631
C: 0.593 3.371 2.779  -0.7408
C: 1.447 2.048 3.245  -0.3203
C: 2.881 1.844 2.470  -0.8139
C: 2.800 1.902 0.834  0.3110
N: 4.030 2.409 0.110  0.0672
C: 3.867 2.127 -1.232  -0.1009
C: 2.439 1.307 -1.524  -0.2336
Br: 2.688 -0.007 -3.023  -0.0358
C: 2.403 0.564 -0.026  -0.3254
Br: 0.722 -0.419 0.464  0.0685
H: -0.908 -6.876 1.865  0.2514
H: -2.745 -6.992 1.445  0.2316
H: -2.286 -6.515 3.219  0.2904
H: -1.849 -4.095 2.488  0.2541
H: -3.159 -4.508 1.197  0.2427
H: -1.219 -3.323 0.069  -0.2661
H: 0.113 -4.341 0.931  0.2109
H: -1.423 -6.497 -0.640  0.3024
H: 0.298 -5.790 -0.938  0.2930
H: -1.081 -5.766 -3.072  0.2729
H: -2.517 -4.872 -2.241  0.3114
H: -0.337 -3.679 -3.944  0.3321
H: 0.438 -3.500 -2.234  0.1727
H: -0.947 -1.340 -3.230  0.3463
H: -1.184 -1.713 -1.398  -0.4631
H: -3.233 -3.061 -3.471  0.3375
H: -3.510 -2.465 -1.696  0.1300
H: -4.834 -0.827 -2.977  0.2953
H: -3.586 -0.544 -4.364  0.2997
H: -3.520 1.534 -2.928  0.3553
H: -1.957 0.572 -2.262  -0.0584
H: -4.886 1.199 -0.863  0.3272
H: -3.944 -0.361 -0.304  0.2415
H: -2.799 2.775 -0.472  0.1927
H: -1.695 1.199 -0.184  -0.3901
H: -3.635 0.834 2.029  0.2846
H: -3.828 2.745 1.748  0.3220
H: -1.193 0.880 2.374  0.0713
H: -1.853 2.344 3.506  0.2968
H: -0.181 2.480 0.727  -0.2225
H: -1.191 3.971 1.347  0.3144
H: 0.214 4.049 3.654  0.3865
H: 1.348 4.039 2.140  0.2539
H: 1.672 2.161 4.405  0.3216
H: 0.851 1.026 3.143  0.2483
H: 3.326 0.786 2.799  0.2312
H: 3.598 2.726 2.806  0.3422
H: 1.974 2.675 0.458  -0.1533
H: 4.805 2.884 0.626  0.2738
H: 4.692 2.467 -1.992  0.3832
H: 1.495 2.010 -1.720  0.3797
H: 3.322 -0.153 0.087  0.4204
C: 6.575 6.029 -0.400  -0.6858
N: 6.078 5.840 0.989  0.7884
O: 6.647 4.989 1.683  -0.4924
O: 5.131 6.551 1.344  -0.4729
H: 7.406 5.342 -0.575  0.3105
H: 5.747 5.814 -1.079  0.2590
H: 6.906 7.065 -0.494  0.3007

***

Molecular formula: C23H45FIN6O8P2S2
Method: DFT, ωB97M-V/def2-TZVPD

The value obtained for the LUMO energy is -4.90 eV. For the total energy, the calculation gives -3709.955352 hartree. The HOMO energy is -10.9 eV. The calculation puts the energy relative to the best compared isomer or geometry (same formula, charge and spin) at 197.0 kcal per mole. Its maximum force is 9.54 eV Å⁻¹. As for the total charge: +1. The gap between HOMO and LUMO is 6.0 eV.

Each line ends with the Mulliken charge.
CARTESIAN COORDINATES (ANGSTROEM)
C: -1.928 -6.987 0.511  -0.9396
C: -0.635 -6.092 0.843  0.1513
F: -0.707 -5.537 2.182  -0.3161
N: -0.384 -4.985 -0.114  -0.1151
C: -1.262 -4.020 -0.449  0.1291
N: -2.640 -3.928 0.055  -0.1683
C: -3.113 -2.756 -0.643  0.2524
C: -4.645 -2.359 -0.376  0.1211
C: -5.105 -2.598 1.149  -0.6728
C: -6.364 -3.627 1.271  -0.5861
S: -7.823 -3.104 0.251  -0.0174
C: -7.806 -3.931 -1.389  -0.0454
S: -8.790 -3.403 -2.658  -0.0936
N: -6.912 -5.075 -1.700  0.2891
C: -6.885 -6.427 -1.154  -0.2438
C: -5.781 -7.253 -1.845  -0.3703
N: -5.115 -6.370 -2.812  -0.5204
C: -5.811 -5.115 -2.661  -0.1493
N: -2.139 -2.135 -1.504  -0.2049
I: -2.543 -0.472 -2.636  0.3614
N: -1.021 -2.906 -1.358  -0.1022
H: -2.203 -6.996 -0.606  0.2820
H: -2.797 -6.566 1.133  0.2323
H: -1.739 -8.058 0.905  0.3428
H: 0.272 -6.805 0.821  0.3249
H: 0.552 -4.925 -0.558  0.2880
H: -4.901 -1.291 -0.713  0.3014
H: -5.263 -3.052 -1.072  -0.1754
H: -4.225 -2.918 1.829  0.3798
H: -5.487 -1.602 1.592  0.3310
H: -6.698 -3.556 2.376  0.4064
H: -6.012 -4.700 1.087  0.2463
H: -7.578 -6.818 -0.339  0.3671
H: -5.458 -8.336 -1.727  0.3465
H: -5.425 -4.299 -3.354  0.3743
H: -0.174 -2.636 -1.873  0.1920
O: -1.582 2.627 2.136  -0.8058
P: -0.374 3.506 1.795  1.0399
O: -0.768 3.690 0.197  -0.2152
C: -1.800 4.609 -0.133  -0.4249
C: -1.311 6.042 -0.042  -0.9430
O: 0.705 2.259 1.602  -0.3037
C: 0.561 1.054 2.342  -0.6544
C: -0.116 -0.003 1.490  -1.0122
O: 0.965 4.526 1.447  -0.1372
C: 1.488 5.231 2.577  -0.4240
C: 2.115 4.293 3.593  -1.0391
H: -2.669 4.451 0.514  0.3456
H: -2.108 4.393 -1.160  0.3009
H: -1.096 6.315 0.995  0.2030
H: -2.065 6.735 -0.425  0.4255
H: -0.387 6.175 -0.609  0.2041
H: 0.020 1.226 3.276  0.4001
H: 1.563 0.713 2.615  0.3630
H: -1.070 0.350 1.090  0.2619
H: -0.295 -0.913 2.069  0.4841
H: 0.510 -0.254 0.628  0.2244
H: 0.689 5.821 3.036  0.3363
H: 2.244 5.926 2.204  0.3699
H: 1.357 3.651 4.055  0.3369
H: 2.607 4.858 4.387  0.4371
H: 2.846 3.636 3.117  0.1792
O: 6.687 1.799 0.136  -0.7279
P: 5.697 2.340 -0.902  1.1489
O: 6.786 2.513 -2.136  -0.3794
C: 7.195 1.345 -2.831  -0.3461
C: 6.118 0.869 -3.789  -0.9075
O: 5.708 3.911 -0.368  -0.3734
C: 5.960 4.212 0.998  -0.1777
C: 7.410 4.617 1.187  -1.2746
O: 4.493 2.869 -2.007  -0.2507
C: 3.164 2.439 -1.700  -0.7501
C: 2.647 3.062 -0.417  -0.3738
H: 7.462 0.555 -2.122  0.2792
H: 8.095 1.604 -3.394  0.3348
H: 5.243 0.506 -3.241  0.1871
H: 6.489 0.054 -4.416  0.4127
H: 5.780 1.686 -4.431  0.2351
H: 5.689 3.372 1.644  0.3584
H: 5.311 5.047 1.277  0.2820
H: 8.095 3.859 0.801  0.3083
H: 7.633 4.785 2.243  0.3768
H: 7.621 5.538 0.635  0.3025
H: 3.146 1.345 -1.634  0.2939
H: 2.525 2.734 -2.536  0.4016
H: 3.212 2.702 0.450  0.1002
H: 1.597 2.812 -0.262  0.3322
H: 2.755 4.149 -0.441  0.2567

***

Question: Which value of total charge does entry 1 give?
Answer: +1

***

Question: What is the gap between HOMO and LUMO in the third record?
Answer: 6.0 eV